No. 1
50
Properties=species:S:1:pos:R:3:forces:R:3:nbo_charge:R:1 method="wB97M-V/def2-TZVPD" largest_force_ev_per_a=1.08 homo_energy_ha=-0.411 total_charge=+1 smiles=COc1cccc(OC[C@@H](O)C[NH+]2CCN(c3ncccn3)CC2)c1 lumo_energy_ev=-2.161 gap_ev=9.0225 e_above_lowest_kj_mol=0.0
C -1.69532 -0.22452 4.04002 0.051 -0.128 0.327 -0.26
H -2.23506 -1.16592 4.11787 0.056 0.068 0.045 0.21
O -1.83358 0.18048 2.69241 -0.044 0.283 -0.393 -0.49
C -1.31246 1.36925 2.31033 0.176 0.051 -0.106 0.35
C -0.52434 2.20436 3.09701 -0.159 -0.340 0.230 -0.33
C -0.04041 3.38456 2.56083 -0.060 0.011 -0.220 -0.14
C -0.28584 3.74807 1.24848 -0.065 0.222 -0.133 -0.34
C -1.06018 2.91200 0.45509 -0.162 -0.329 0.255 0.39
C -1.57582 1.73545 0.98906 -0.125 0.247 -0.001 -0.40
H -2.26776 1.14530 0.40840 -0.072 -0.096 -0.115 0.24
O -1.39060 3.12867 -0.86799 -0.170 -0.177 0.461 -0.53
C -0.48663 3.82392 -1.68869 0.629 -0.074 -0.304 -0.09
C 0.75558 2.96751 -2.03587 -0.549 0.276 -0.178 0.06
C 0.35039 1.54598 -2.48201 0.264 0.748 -0.379 -0.23
N 0.16315 0.59241 -1.35912 -0.150 0.349 0.200 -0.44
C 1.44795 -0.02131 -0.93110 0.776 -0.394 0.631 -0.24
H 2.14236 0.77479 -0.66633 -0.170 -0.081 -0.133 0.27
H 1.84789 -0.59468 -1.77057 -0.110 0.089 -0.062 0.22
C 1.21245 -0.95730 0.25480 0.203 0.074 -0.120 -0.25
N 0.26223 -1.97060 -0.11093 -0.157 0.297 0.210 -0.42
C 0.67018 -3.21984 -0.48209 0.147 -0.558 -0.086 0.56
N 1.93980 -3.54120 -0.23393 0.051 0.298 0.089 -0.52
C 2.30319 -4.77861 -0.52539 -0.179 -0.251 -0.160 0.11
C 1.42510 -5.70258 -1.07320 -0.028 0.083 0.025 -0.35
C 0.13795 -5.24765 -1.32129 0.319 -0.145 0.024 0.11
N -0.24482 -4.01474 -1.03689 -0.199 0.234 -0.006 -0.52
H -0.61860 -5.87823 -1.76859 0.012 -0.134 -0.031 0.21
H 1.72751 -6.70869 -1.30329 0.037 -0.116 -0.030 0.24
H 3.33603 -5.02173 -0.31499 0.059 -0.124 -0.014 0.21
C -1.00529 -1.44538 -0.53529 -0.141 0.000 -0.161 -0.25
H -1.48199 -0.94688 0.31414 -0.022 -0.012 -0.076 0.22
H -1.62665 -2.28319 -0.85646 -0.033 0.265 0.006 0.28
C -0.81575 -0.47089 -1.70552 -0.597 -0.671 0.141 -0.24
H -1.76925 -0.00679 -1.96192 0.119 0.135 -0.026 0.23
H -0.43428 -1.01199 -2.57455 0.046 0.132 -0.002 0.23
H -0.21990 1.10806 -0.53994 0.145 -0.176 -0.221 0.51
H 0.83046 -0.39329 1.11240 0.041 0.020 0.008 0.21
H 2.14636 -1.45017 0.52830 -0.078 0.250 -0.007 0.28
H -0.58470 1.62493 -3.03888 0.058 -0.137 0.065 0.24
H 1.11840 1.13688 -3.14057 -0.095 -0.104 0.097 0.23
H 1.25447 3.45050 -2.88911 -0.121 -0.120 0.032 0.20
O 1.64611 2.84621 -0.94976 0.186 -0.050 0.040 -0.73
H 2.01628 3.70733 -0.72730 -0.035 -0.012 0.011 0.50
H -0.16822 4.77307 -1.24563 -0.045 -0.036 -0.055 0.19
H -1.03992 4.04401 -2.60431 0.083 0.029 0.053 0.21
H 0.09935 4.68311 0.87659 0.048 0.086 -0.064 0.22
H 0.54696 4.04042 3.18401 0.069 0.061 0.063 0.23
H -0.30282 1.95825 4.12169 0.013 -0.060 0.116 0.24
H -2.13815 0.50568 4.72124 0.018 -0.006 -0.033 0.19
H -0.64574 -0.38528 4.30193 -0.039 0.021 -0.014 0.18

---

No. 2
64
Properties=species:S:1:pos:R:3:forces:R:3:nbo_charge:R:1 method="wB97M-V/def2-TZVPD" largest_force_ev_per_a=6.43 homo_energy_ha=0.053 total_charge=-3 lumo_energy_ev=5.121 gap_ev=3.6882 e_above_lowest_kj_mol=301.8
Ca 0.50236 -0.54802 0.81452 -1.629 0.723 2.297 1.81
As -3.84524 0.01179 0.28570 1.835 -0.626 1.851 2.79
F -3.46189 1.77922 0.61354 -1.010 -2.058 -0.985 -0.62
F -2.07880 -0.26922 0.06156 -1.117 0.468 -0.673 -0.65
F -4.02100 -1.75405 0.03476 -0.527 1.367 -0.573 -0.63
F -5.60958 0.17615 0.63212 1.389 0.231 -0.939 -0.64
F -4.05216 0.31650 -1.52763 -0.017 -0.164 2.070 -0.65
F -3.57199 -0.36358 1.97981 -0.776 0.643 -1.325 -0.58
As 1.64128 -0.49380 4.70805 -1.871 2.348 -1.852 2.79
F 2.29237 -2.13974 4.65302 -0.470 0.849 0.498 -0.63
F 1.42086 -0.72534 2.85919 0.753 0.124 2.227 -0.69
F 0.94910 1.19399 4.60815 1.740 -2.203 0.561 -0.60
F 1.91775 -0.38795 6.47473 -0.073 -0.211 -1.277 -0.64
F 3.29690 0.19643 4.33988 -2.033 -1.179 0.926 -0.62
F -0.10818 -0.94388 4.93138 2.774 -0.342 0.169 -0.59
C -0.50790 -3.38584 1.74628 -1.497 2.187 0.823 0.35
O 0.72440 -2.93087 1.06581 1.677 -1.536 -0.140 -0.65
O -1.07033 -2.25651 2.23543 0.852 -3.486 -2.195 -0.82
C -1.28382 -4.34975 0.61936 0.027 6.187 1.738 0.89
F -2.50837 -4.66902 0.98217 -1.238 -0.444 0.305 -0.33
F -1.37619 -3.54935 -0.48387 -0.245 -0.914 -0.743 -0.36
F -0.67540 -5.44014 0.33416 1.694 -2.801 -1.076 -0.34
C 1.85099 -3.82090 1.01445 0.488 0.504 -1.171 -0.05
C 3.09687 -3.10535 0.39414 -0.448 -0.878 0.713 -0.64
H 3.48242 -2.27403 0.98435 -0.706 0.564 -0.258 0.25
H 3.95661 -3.77323 0.44791 -0.027 -0.593 -0.154 0.18
H 2.91168 -2.91428 -0.66288 0.052 0.554 0.153 0.20
H 1.61963 -4.66653 0.36678 -0.165 -0.091 -0.448 0.14
H 2.15375 -4.33862 1.92462 -0.405 0.697 0.814 0.17
H -0.22702 -4.16500 2.45488 0.522 -0.298 0.882 0.07
N 3.05101 1.46482 1.54063 -1.016 -1.642 2.545 0.73
O 2.47814 0.65697 0.79034 0.778 -2.862 -3.579 -0.72
O 4.13630 1.27330 2.05609 2.835 -0.549 -1.180 -0.53
O 2.32173 2.27323 1.98208 -2.046 5.019 1.340 -0.44
N -1.26002 1.74341 3.06510 1.142 -1.206 2.310 0.73
O -2.25350 1.58282 3.73930 -3.301 2.673 1.730 -0.54
O -0.54177 2.74254 3.02611 -0.597 2.340 -0.771 -0.57
O -0.83309 0.69012 2.67111 2.524 -3.259 -4.171 -0.58
C -1.48796 0.45331 -4.90527 0.061 -1.454 -0.300 -0.63
C -0.99209 -0.93465 -4.33542 -0.850 0.594 -1.360 0.08
C 0.27489 -1.67986 -4.69565 0.886 -0.534 -2.144 -0.10
O 1.07419 -1.77594 -3.52163 0.407 0.006 -0.797 -0.47
C 0.32363 -1.34952 -2.52219 -1.565 0.095 2.799 1.01
O 0.54731 -1.43993 -1.33510 0.486 0.153 -2.734 -0.61
O -0.84511 -0.87116 -2.99540 0.070 0.657 3.479 -0.45
H -1.17973 1.36916 -4.40096 0.262 -0.379 0.188 0.24
H -2.56945 0.33612 -4.83642 -0.025 0.539 0.209 0.23
H -1.28577 0.50657 -5.97503 0.261 0.096 -0.112 0.19
H -1.83095 -1.60705 -4.51514 -0.080 -0.110 -0.250 0.18
H 0.85242 -1.27955 -5.52890 0.241 0.518 0.262 0.18
H 0.03429 -2.68293 -5.04790 -0.084 -0.232 0.368 0.18
C 1.37377 5.64478 -1.03215 -1.180 -1.055 0.916 -0.62
C 0.18458 4.73850 -0.54331 2.801 3.504 0.698 0.06
C -0.84812 4.61056 -1.56252 0.332 -1.068 -0.604 -0.09
O -1.13339 3.24250 -1.38696 -2.746 -1.317 -0.558 -0.49
C -0.15513 2.56854 -0.78398 0.916 1.918 1.901 1.01
O -0.09566 1.40302 -0.64259 0.281 -0.360 -0.569 -0.59
O 0.73272 3.52812 -0.27302 -0.227 -3.537 -0.941 -0.46
H 2.10095 5.62154 -0.22050 0.119 0.463 -0.190 0.24
H 1.01360 6.63479 -1.31190 0.273 0.118 0.070 0.18
H 1.77501 5.09561 -1.88392 0.162 0.278 -0.124 0.20
H -0.28263 5.07001 0.38400 0.076 0.443 0.158 0.20
H -0.54353 4.57009 -2.60832 0.280 1.298 -0.173 0.16
H -1.55580 5.39110 -1.28314 -1.023 -0.770 -0.633 0.20

---

No. 3
65
Properties=species:S:1:pos:R:3:forces:R:3:nbo_charge:R:1 method="wB97M-V/def2-TZVPD" multiplicity=2 largest_force_ev_per_a=0.21 homo_energy_ha="-0.117 / -0.202" total_charge=-1 lumo_energy_ev="1.475 / 1.470" gap_ev="4.6628 / 6.9655"
Ti -1.41582 0.91382 -1.48945 -0.063 -0.070 -0.029 0.93
S -1.88287 3.22730 -1.92069 -0.018 0.026 -0.024 -0.32
S -1.49138 3.66815 -3.90214 -0.018 -0.020 -0.020 -0.04
S -1.70671 1.81353 -4.75963 -0.012 0.051 0.012 0.02
S -0.28822 0.80270 -3.66032 -0.014 -0.022 0.120 -0.40
C 2.32668 0.28714 -2.13064 0.016 0.019 -0.010 -0.96
P 1.15295 0.90539 -0.87018 -0.036 0.016 0.028 0.96
C 1.49158 -0.33166 0.41971 0.060 0.112 -0.026 -0.08
N 2.64289 -0.24388 1.09911 0.014 0.000 -0.001 -0.60
C 2.99282 -1.36990 1.80796 -0.021 0.022 -0.008 0.19
C 4.14738 -1.35421 2.60052 0.010 -0.010 0.010 -0.25
C 4.55864 -2.48377 3.28517 -0.005 0.001 -0.012 -0.24
C 3.82130 -3.66390 3.18695 0.007 0.003 0.010 -0.23
C 2.67376 -3.70132 2.41660 -0.004 0.000 -0.006 -0.24
C 2.22897 -2.56531 1.72442 0.020 -0.025 0.015 0.10
N 1.06518 -2.62543 1.00081 -0.018 -0.015 -0.005 -0.54
C 0.70447 -1.47654 0.39822 -0.018 -0.081 0.027 -0.24
P -0.92517 -1.42875 -0.37241 -0.027 0.014 -0.025 0.95
C -0.89282 -2.79278 -1.57963 -0.018 0.034 -0.035 -0.95
C -2.06489 -2.01440 1.01603 0.028 -0.019 -0.034 -0.29
C -3.51204 -1.58384 0.77169 -0.007 0.005 0.008 -0.61
C -1.57773 -1.40452 2.33469 -0.024 0.022 0.010 -0.61
C -2.02260 -3.54227 1.13664 -0.026 0.015 0.018 -0.63
C 1.88005 2.56257 -0.40198 0.040 -0.026 0.007 -0.32
C 1.71418 3.51002 -1.59474 -0.014 -0.002 0.000 -0.62
C 1.09789 3.09243 0.79830 -0.008 0.010 -0.010 -0.62
C 3.37291 2.49281 -0.05840 -0.006 0.006 -0.016 -0.62
H 3.26296 0.05883 -1.62070 -0.007 -0.009 0.005 0.25
H 2.48767 1.01314 -2.92389 -0.001 -0.003 -0.008 0.25
H 1.92915 -0.62725 -2.56987 0.000 -0.004 0.004 0.25
H 4.71037 -0.42992 2.65220 -0.003 0.002 -0.002 0.21
H 5.45496 -2.45199 3.89245 -0.001 -0.001 0.002 0.20
H 4.14509 -4.55091 3.71782 -0.001 -0.002 -0.002 0.20
H 2.08190 -4.60488 2.33178 -0.001 0.001 -0.001 0.21
H -0.41484 -3.66544 -1.13688 0.003 0.000 0.005 0.25
H -0.32853 -2.46026 -2.45188 0.001 -0.003 0.002 0.25
H -1.90665 -3.02643 -1.90313 0.001 0.000 0.004 0.25
H -3.62294 -0.50232 0.70618 -0.006 0.000 0.011 0.24
H -4.11288 -1.93817 1.61499 -0.012 0.011 -0.004 0.20
H -3.91983 -2.01944 -0.13982 0.011 -0.011 0.003 0.22
H -1.48318 -0.32118 2.27733 0.018 0.004 0.002 0.21
H -0.61849 -1.81938 2.63872 0.005 -0.004 -0.008 0.23
H -2.31552 -1.62601 3.11063 -0.001 0.001 -0.002 0.21
H -2.45938 -4.02753 0.26217 0.007 0.003 -0.004 0.20
H -2.62679 -3.82649 2.00423 0.005 -0.011 -0.004 0.20
H -1.00624 -3.90334 1.28285 0.008 0.002 -0.007 0.25
H 0.67882 3.60230 -1.91357 0.007 -0.006 0.008 0.24
H 2.30921 3.18608 -2.44960 0.010 0.005 -0.009 0.21
H 2.07191 4.50043 -1.29785 0.003 0.002 -0.003 0.21
H 0.05488 3.27047 0.53258 0.010 0.007 0.003 0.22
H 1.53181 4.04409 1.11741 -0.009 0.001 0.004 0.21
H 1.14810 2.39794 1.64057 -0.003 -0.004 -0.001 0.22
H 3.96019 2.12965 -0.90371 0.006 -0.005 0.009 0.20
H 3.56531 1.85065 0.79524 -0.007 -0.005 -0.006 0.26
H 3.71126 3.51092 0.16012 -0.006 0.005 -0.006 0.20
Cl -5.87114 2.86901 -1.60099 0.007 0.008 -0.043 -0.03
C -5.08935 2.90369 -3.18734 0.032 0.007 0.071 -0.39
Cl -6.23045 2.55242 -4.50299 -0.008 0.001 -0.016 -0.06
H -4.31273 2.14821 -3.19617 -0.019 -0.030 -0.029 0.24
H -4.68028 3.89250 -3.35014 -0.007 0.009 0.002 0.22
O -3.32101 1.93316 1.90753 0.000 0.009 0.025 -0.57
C -2.22317 1.88465 1.42665 -0.054 0.080 -0.116 0.67
O -1.95908 1.44947 0.20728 0.122 -0.140 0.087 -0.81
H -1.31756 2.19526 1.96931 -0.004 -0.007 0.025 0.11
Br -3.37494 -0.28529 -2.35609 0.053 0.025 -0.007 -0.34

---

No. 4
16
Properties=species:S:1:pos:R:3:forces:R:3:nbo_charge:R:1 method="wB97M-V/def2-TZVPD" largest_force_ev_per_a=0.59 homo_energy_ha=-0.354 lumo_energy_ev=0.924 gap_ev=10.5432 e_above_lowest_kj_mol=320.2
C 1.88816 0.52077 -0.48681 0.153 0.138 -0.186 -0.26
O 1.51518 -0.32054 0.58956 0.051 -0.042 0.103 -0.53
C 0.25850 -0.00055 1.14875 -0.167 0.093 0.120 -0.13
C -0.83996 -0.23575 0.13390 -0.125 0.127 -0.282 0.19
N -1.35589 0.67493 -0.59605 -0.013 -0.525 0.280 -0.14
O -0.87490 1.95058 -0.30927 -0.099 0.306 -0.118 -0.58
C -1.30518 -1.64844 -0.13310 -0.020 -0.037 -0.008 -0.65
H 2.97868 0.49983 -0.53199 -0.111 -0.008 -0.072 0.19
H 1.48087 0.16691 -1.44581 0.022 0.018 0.189 0.17
H 1.54591 1.55280 -0.33924 0.113 -0.189 0.072 0.19
H 0.23892 1.03661 1.50631 0.024 -0.161 -0.072 0.19
H 0.12580 -0.67293 2.00432 -0.003 0.123 -0.186 0.20
H -1.37212 2.49590 -0.93080 0.088 -0.043 0.125 0.48
H -2.38644 -1.72474 0.02936 0.210 -0.021 -0.036 0.23
H -0.79850 -2.35681 0.53061 -0.083 0.161 -0.141 0.22
H -1.09903 -1.93857 -1.16976 -0.040 0.059 0.214 0.23